Entry 1:
Formula: C9H19INO
Source: the OMol25 dataset
Level of theory: ωB97M-V with the def2-TZVPD basis set

Last columns: bonded neighbours and bond lengths (Å).
Element x y z (Å)
1 C 2.94234 -0.84236 -0.83758  C9 1.310, O11 1.508, H13 1.037
2 C -2.73236 2.57688 -0.23976  C5 1.569, H14 1.074, H15 1.091, H16 1.088
3 C 0.11437 -2.17884 1.75820  C8 1.414, H17 1.070, H18 1.159, H19 1.159
4 C 4.60877 0.07393 0.66851  C9 1.502, H20 1.127, H21 1.168, H22 1.119
5 C -3.31758 1.13524 -0.03988  C2 1.569, C6 1.530, H23 1.105, H24 1.113
6 C -2.74558 0.12066 -1.03137  C5 1.530, C7 1.462, H25 1.056, H26 1.163
7 C -1.29392 -0.01891 -0.92347  C6 1.462, N10 1.454, H27 1.073, H28 1.161
8 C -0.17952 -1.58696 0.50790  C3 1.414, N10 1.285, H29 1.070
9 C 3.32639 0.17445 -0.10616  C1 1.310, C4 1.502, I12 2.113
10 N -0.79665 -0.46917 0.36704  C7 1.454, C8 1.285, H31 1.130
11 O 1.69269 -0.84268 -1.68074  C1 1.508, H30 0.955
12 I 2.04974 1.83567 0.16650  C9 2.113
13 H 3.48604 -1.72448 -0.88572  C1 1.037
14 H -2.38392 2.76704 -1.23812  C2 1.074
15 H -1.82119 2.47684 0.35172  C2 1.091
16 H -3.39103 3.43246 -0.10853  C2 1.088
17 H 0.02640 -3.24492 1.79961  C3 1.070
18 H 1.18419 -1.94123 2.13425  C3 1.159
19 H -0.61548 -1.96796 2.63340  C3 1.159
20 H 5.46992 0.55155 0.12092  C4 1.127
21 H 4.61224 0.45290 1.77310  C4 1.168
22 H 4.78827 -1.00321 0.91481  C4 1.119
23 H -3.24736 0.77524 1.00224  C5 1.105
24 H -4.39509 1.19171 -0.31156  C5 1.113
25 H -3.18516 -0.81718 -0.82312  C6 1.056
26 H -3.00523 0.54554 -2.08269  C6 1.163
27 H -0.74346 -0.57708 -1.65575  C7 1.073
28 H -1.07426 1.09863 -1.14727  C7 1.161
29 H 0.10403 -2.15446 -0.35394  C8 1.070
30 H 1.47069 0.01583 -2.03619  O11 0.955
31 H -0.94830 0.14486 1.30365  N10 1.130

The calculated total energy is -781.669293 Eh. Its relative energy (zero: lowest compared OMol25 entry of this formula, charge and spin) is 17.5 kJ/mol. Its net charge is +1.

=====

Entry 2:
Formula: C9H19N2O
Source: the OMol25 dataset
Level of theory: ωB97M-V with the def2-TZVPD basis set

Last columns: bonded neighbours and bond lengths (Å).
Element x y z (Å)
1 C -0.29787 1.14769 -2.89110  C2 1.337, H13 1.075, H14 1.154
2 C 0.22152 0.35845 -1.94442  C1 1.337, C3 1.460, H15 1.104
3 C -0.04880 0.60669 -0.53152  C2 1.460, C4 1.543, N7 1.665, H16 1.096
4 C -1.35315 0.06990 0.09526  C3 1.543, C5 1.558, C6 1.599, H17 1.123
5 C -2.59254 1.01218 0.04525  C4 1.558, H18 1.073, H19 1.138, H20 1.115
6 C -1.74848 -1.37220 -0.47131  C4 1.599, H21 1.120, H22 1.077, H23 1.071
7 N 1.34063 0.27292 0.32362  C3 1.665, C8 1.480, N9 1.393, C10 1.586
8 C 1.16382 0.84820 1.67524  N7 1.480, H24 1.053, H25 1.105, H26 1.053
9 N 2.34617 0.92857 -0.38250  N7 1.393, H27 0.936, H28 0.981
10 C 1.55705 -1.29554 0.22891  N7 1.586, C11 1.493, O12 1.228
11 C 1.21036 -2.11067 1.43050  C10 1.493, H29 1.043, H30 1.139, H31 1.109
12 O 2.14926 -1.52188 -0.82248  C10 1.228
13 H 0.01345 1.07612 -3.91710  C1 1.075
14 H -0.70709 2.20069 -2.65771  C1 1.154
15 H 0.68875 -0.62083 -2.14939  C2 1.104
16 H -0.26643 1.65585 -0.30042  C3 1.096
17 H -1.17121 -0.02868 1.19868  C4 1.123
18 H -2.91188 0.75209 -0.94537  C5 1.073
19 H -2.30582 2.10674 0.17117  C5 1.138
20 H -3.13791 0.75274 0.98266  C5 1.115
21 H -1.85650 -1.40225 -1.58538  C6 1.120
22 H -2.69152 -1.49133 0.03444  C6 1.077
23 H -1.02308 -2.15676 -0.54105  C6 1.071
24 H 0.86730 1.85851 1.64467  C8 1.053
25 H 0.70495 0.21139 2.45239  C8 1.105
26 H 2.12534 0.96692 2.08733  C8 1.053
27 H 3.24207 0.70065 -0.23350  N9 0.936
28 H 2.05387 1.05185 -1.31026  N9 0.981
29 H 1.25463 -3.09995 1.10300  C11 1.043
30 H 1.87418 -1.89772 2.33159  C11 1.139
31 H 0.12477 -2.12627 1.65466  C11 1.109

The calculated total energy is -538.675140 Eh. Its relative energy (zero: lowest compared OMol25 entry of this formula, charge and spin) is 457.2 kJ/mol. As for the SMILES: C=C[C@@H](C(C)C)[N@+](C)(N)C(C)=O. Its net charge is +1.

=====

Entry 3:
Formula: C9H19N2OP
Source: the OMol25 dataset
Level of theory: ωB97M-V with the def2-TZVPD basis set

Last columns: bonded neighbours and bond lengths (Å).
Element x y z (Å)
1 C 2.79876 -1.35527 -0.23536  C2 1.542, H14 1.083, H15 1.085, H16 1.087
2 C 2.50146 0.11502 -0.59122  C1 1.542, C3 1.525, C4 1.527, H17 1.089
3 C 2.17334 0.91660 0.66446  C2 1.525, H18 1.089, H19 1.087, H20 1.083
4 C 1.45717 0.23215 -1.69912  C2 1.527, C5 1.527, H21 1.088, H22 1.090
5 C 0.08231 -0.36594 -1.41150  C4 1.527, C6 1.517, H23 1.089, H24 1.084
6 C -0.84576 0.46802 -0.54949  C5 1.517, C7 1.527, C11 1.537, H25 1.087
7 C -1.85045 1.34467 -1.29421  C6 1.527, O8 1.214, N9 1.459
8 O -1.91719 1.59013 -2.48140  C7 1.214
9 N -2.81318 1.80838 -0.30133  C7 1.459, C10 1.471, H26 1.014
10 C -2.66530 0.92574 0.86604  N9 1.471, C11 1.544, H27 1.082, H28 1.094
11 C -1.89198 -0.28086 0.29176  C6 1.537, C10 1.544, P12 1.800, H29 1.091
12 P -1.33031 -1.42825 1.56054  C11 1.800, N13 1.577, H30 1.409, H31 1.408
13 N -2.50154 -2.04718 2.41637  P12 1.577, H32 1.011
14 H 3.86496 -1.50200 -0.11565  C1 1.083
15 H 2.43932 -2.01992 -1.01447  C1 1.085
16 H 2.30196 -1.62913 0.69130  C1 1.087
17 H 3.42767 0.52903 -0.98625  C2 1.089
18 H 1.81634 1.90948 0.39635  C3 1.089
19 H 1.36740 0.43534 1.21201  C3 1.087
20 H 3.03152 1.03212 1.31547  C3 1.083
21 H 1.37463 1.25786 -2.05200  C4 1.088
22 H 1.86454 -0.32782 -2.54045  C4 1.090
23 H -0.42095 -0.47479 -2.37109  C5 1.089
24 H 0.20194 -1.37139 -1.02337  C5 1.084
25 H -0.36726 1.19318 0.10451  C6 1.087
26 H -2.48434 2.73655 -0.06023  N9 1.014
27 H -3.60660 0.65211 1.32348  C10 1.082
28 H -2.05837 1.36023 1.66560  C10 1.094
29 H -2.62641 -0.76948 -0.34944  C11 1.091
30 H -0.37878 -0.71768 2.31863  P12 1.409
31 H -0.58549 -2.39458 0.85859  P12 1.408
32 H -2.35942 -1.82231 3.39145  N13 1.011

The calculated total energy is -880.389529 Eh. Its relative energy (zero: lowest compared OMol25 entry of this formula, charge and spin) is 62.3 kJ/mol. As for the SMILES: CC(C)CC[C@H]1C(=O)NC[C@@H]1[PH2]=N.

=====

Entry 4:
Formula: C9H19N5O4
Source: the OMol25 dataset
Level of theory: ωB97M-V with the def2-TZVPD basis set

Last columns: bonded neighbours and bond lengths (Å).
Element x y z (Å)
1 H -1.17838 2.31392 1.44299  N2 0.984
2 N -0.45903 2.79226 1.91516  H1 0.984, C3 1.261
3 C 0.51836 2.02914 2.14190  N2 1.261, N4 1.487, N5 1.403
4 N 1.85289 2.66384 2.30382  C3 1.487, H20 1.037, H21 1.024
5 N 0.54186 0.62783 2.06896  C3 1.403, C6 1.458, H22 1.032
6 C 1.48037 -0.48555 1.99322  N5 1.458, C7 1.533, H23 1.069, H24 1.095
7 C 2.54475 -0.48504 0.89000  C6 1.533, C8 1.528, H25 1.049, H26 1.140
8 C 2.23292 -0.73866 -0.58444  C7 1.528, C9 1.495, H27 1.094, H28 1.097
9 C 1.27371 0.13812 -1.32429  C8 1.495, N10 1.394, C17 1.675, H29 1.134
10 N -0.03592 0.14378 -0.84717  C9 1.394, C11 1.299, H30 0.954
11 C -0.86032 -0.84621 -0.68404  N10 1.299, O12 1.235, C13 1.473
12 O -0.48464 -1.97634 -1.00937  C11 1.235
13 C -2.18014 -0.57890 -0.08784  C11 1.473, N14 1.497, C15 1.564, H31 1.085
14 N -2.34699 0.89872 0.08423  C13 1.497, H32 1.023, H33 1.035
15 C -3.35333 -1.15269 -0.94869  C13 1.564, O16 1.434, H34 1.110, H35 1.121
16 O -3.46745 -2.56168 -0.70812  C15 1.434, H36 0.980
17 C 1.15679 -0.44522 -2.88954  C9 1.675, O18 1.201, O19 1.344
18 O 2.18050 -0.82590 -3.39006  C17 1.201
19 O -0.05529 -0.70623 -3.40843  C17 1.344, H37 0.967
20 H 1.82778 3.39178 1.56575  N4 1.037
21 H 2.59346 1.97819 2.13078  N4 1.024
22 H -0.34147 0.39217 1.59099  N5 1.032
23 H 0.87451 -1.33681 1.76821  C6 1.069
24 H 1.89486 -0.59068 3.00135  C6 1.095
25 H 3.25425 -1.19215 1.20152  C7 1.049
26 H 3.08782 0.51774 0.88133  C7 1.140
27 H 1.94820 -1.75511 -0.87301  C8 1.094
28 H 3.16462 -0.79201 -1.16161  C8 1.097
29 H 1.62401 1.19734 -1.11912  C9 1.134
30 H -0.46175 0.98699 -0.71255  N10 0.954
31 H -2.20422 -1.10546 0.86066  C13 1.085
32 H -3.11711 1.11554 0.72240  N14 1.023
33 H -2.74164 1.18046 -0.82969  N14 1.035
34 H -3.13107 -0.99450 -2.02442  C15 1.110
35 H -4.31512 -0.70077 -0.59241  C15 1.121
36 H -2.57863 -2.87642 -0.44259  O16 0.980
37 H -0.73917 -0.22150 -2.92589  O19 0.967

The calculated total energy is -929.036121 Eh. Its relative energy (zero: lowest compared OMol25 entry of this formula, charge and spin) is 249.3 kJ/mol. As for the SMILES: [H]/N=C(/N)NCCC[C@H](NC(=O)[C@@H](N)CO)C(=O)O.